Entry from the Open Molecules 2025 dataset: a gas-phase ion, C4H6ClN2O (charge +1) at a distorted geometry (ωB97M-V/def2-TZVPD).

Output
ΔE to the lowest compared entry with this formula, charge and spin: 17.18 kcal per mole
energy: -800.67968 Eh
SMILES string: COc1[nH]c(Cl)c[nH+]1
molar mass: 133.558 g mol⁻¹
HOMO level: -13.722 eV
Kohn-Sham gap: 10.7 eV

ORCA input file:
```
! wB97M-V def2-TZVPD RIJCOSX def2/J DEFGRID3
* xyz 1 1
C 1.59 0.13 1.48
C 1.82 -0.35 0.25
C -0.29 0.40 0.31
C -2.02 -0.10 -1.15
N 0.62 -0.13 -0.53
N 0.30 0.67 1.46
O -1.55 0.64 -0.01
Cl 3.17 -1.08 -0.36
H 2.30 0.20 2.39
H -3.07 0.26 -1.48
H -2.20 -1.23 -1.10
H -1.33 -0.06 -2.08
H 0.55 -0.60 -1.46
H 0.12 1.24 2.29
*
```

***

Entry from the Open Molecules 2025 dataset: a molecular structure, C4H6ClN3 at a distorted geometry (ωB97M-V/def2-TZVPD).

Output
ΔE to the lowest compared entry with this formula, charge and spin: 87.12 kcal per mole
energy: -780.37648 Eh
molar mass: 131.566 g mol⁻¹
HOMO level: -9.205 eV
Kohn-Sham gap: 9.0 eV

ORCA input file:
```
! wB97M-V def2-TZVPD RIJCOSX def2/J DEFGRID3
* xyz 0 1
C -1.37 -0.99 0.22
C 0.16 -0.89 0.44
C 0.88 1.10 1.09
C 0.56 0.10 -0.85
H -1.73 -0.06 0.41
H -1.69 -1.14 -0.89
H 0.73 -1.86 0.28
H 0.96 2.02 1.85
H 0.86 2.53 -0.67
H 1.07 0.21 -2.58
N 0.49 -0.09 1.59
N 1.00 1.33 -0.22
N 0.54 -0.39 -2.01
Cl -2.46 -1.86 1.34
*
```

***

Entry from the Open Molecules 2025 dataset: a molecular structure, C4H6ClN4O3P at a distorted geometry (ωB97M-V/def2-TZVPD).

Output
ΔE to the lowest compared entry with this formula, charge and spin: 0.00 kcal per mole
energy: -1402.41707 Eh
molar mass: 224.544 g mol⁻¹
HOMO level: -2.253 eV
Kohn-Sham gap: 7.4 eV

ORCA input file:
```
! wB97M-V def2-TZVPD RIJCOSX def2/J DEFGRID3
* xyz -2 1
C -0.27 -0.12 0.38
C -0.94 0.94 -0.34
C 1.92 -1.83 0.21
C 0.62 -1.58 -0.08
N -0.78 -0.15 1.61
N -1.68 1.64 0.57
N -1.47 0.96 1.71
N -0.62 1.36 -1.57
O 2.61 0.69 -0.76
O 3.55 -1.36 -1.85
O 1.32 -0.43 -2.69
P 2.42 -0.44 -1.68
Cl -9.22 2.41 5.42
H 2.31 -2.77 -0.24
H 2.64 -1.27 0.82
H -0.09 -2.25 -0.63
H -2.06 1.11 2.55
H 0.17 0.76 -1.89
H -0.43 2.33 -1.53
*
```

***

Entry from the Open Molecules 2025 dataset: 2 unconnected molecules or ions with the total composition C4H6ClNO at a distorted geometry (ωB97M-V/def2-TZVPD).

Output
ΔE to the lowest compared entry with this formula, charge and spin: 108.61 kcal per mole
energy: -746.05417 Eh
molar mass: 119.551 g mol⁻¹
HOMO level (spin up / spin down): -8.119 / -8.119 eV
Kohn-Sham gap (spin up / spin down): 8.3 / 8.3 eV

ORCA input file:
```
! wB97M-V def2-TZVPD RIJCOSX def2/J DEFGRID3
* xyz 0 1
C 1.56 -0.89 0.68
C -0.23 1.11 0.56
C 0.96 -1.81 -0.09
C -0.46 0.07 -0.43
N 2.16 -0.03 1.13
O 0.13 -2.80 0.20
Cl -1.77 -0.95 0.04
H -0.39 0.75 1.59
H 0.90 1.39 0.56
H -0.77 1.99 0.27
H 1.27 -1.97 -1.08
H -0.30 -0.05 -1.43
H -0.22 -2.84 1.06
*
```

***

Entry from the Open Molecules 2025 dataset: a single C4H6ClNO molecule at a distorted geometry (ωB97M-V/def2-TZVPD).

Output
ΔE to the lowest compared entry with this formula, charge and spin: 32.48 kcal per mole
energy: -746.17549 Eh
SMILES string: C/C(Cl)=C/C(N)=O
molar mass: 119.551 g mol⁻¹
HOMO level: -9.574 eV
Kohn-Sham gap: 10.0 eV

ORCA input file:
```
! wB97M-V def2-TZVPD RIJCOSX def2/J DEFGRID3
* xyz 0 1
C -0.22 -0.18 0.03
C 0.40 1.00 0.11
C 0.39 -1.52 0.05
C -0.28 2.30 0.09
N -0.36 -2.62 -0.28
O 1.58 -1.71 0.31
Cl 2.08 1.36 -0.26
H -1.26 -0.28 0.37
H -1.32 2.27 0.46
H -0.14 2.41 -1.07
H 0.33 3.19 0.44
H -1.37 -2.79 -0.26
H 0.15 -3.43 0.02
*
```

***

Entry from the Open Molecules 2025 dataset: a single C4H6ClNO3 molecule at a distorted geometry (ωB97M-V/def2-TZVPD).

Output
ΔE to the lowest compared entry with this formula, charge and spin: 84.67 kcal per mole
energy: -896.55158 Eh
SMILES string: CC[C@H](C(=O)Cl)[N+](=O)[O-]
molar mass: 151.549 g mol⁻¹
HOMO level: -10.994 eV
Kohn-Sham gap: 11.0 eV

ORCA input file:
```
! wB97M-V def2-TZVPD RIJCOSX def2/J DEFGRID3
* xyz 0 1
C -1.51 -1.08 -0.45
C 1.92 -0.46 0.33
C 0.79 0.18 -0.46
C -0.53 0.11 0.34
N -1.36 1.41 0.13
O -1.28 -1.51 -1.52
O -2.09 1.60 1.06
O -1.12 2.11 -0.81
Cl -2.75 -1.61 0.56
H 2.25 0.23 1.04
H 2.68 -0.55 -0.46
H 1.75 -1.56 0.73
H 0.61 -0.17 -1.42
H 1.10 1.31 -0.55
H -0.47 -0.01 1.48
*
```

***

Entry from the Open Molecules 2025 dataset: a single C4H6ClNOS molecule at a distorted geometry (ωB97M-V/def2-TZVPD).

Output
ΔE to the lowest compared entry with this formula, charge and spin: 10.12 kcal per mole
energy: -1144.39228 Eh
SMILES string: N/C=C(\CCl)C(=O)S
molar mass: 151.618 g mol⁻¹
HOMO level: -8.820 eV
Kohn-Sham gap: 9.3 eV

ORCA input file:
```
! wB97M-V def2-TZVPD RIJCOSX def2/J DEFGRID3
* xyz 0 1
C 0.58 -0.62 1.01
C 0.05 0.18 0.00
C -1.34 0.00 -0.49
C 0.99 1.19 -0.51
H -0.95 -2.04 1.10
H 0.35 -2.21 2.22
H 1.57 -0.42 1.35
H -1.63 0.78 -1.15
H -1.96 -0.10 0.35
H 1.54 2.87 -2.01
N -0.10 -1.65 1.57
O 2.08 1.38 -0.07
S 0.38 2.17 -1.89
Cl -1.56 -1.54 -1.46
*
```

***

Entry from the Open Molecules 2025 dataset: 2 unconnected molecules or ions with the total composition C4H6ClNS at a distorted geometry (ωB97M-V/def2-TZVPD).

Output
ΔE to the lowest compared entry with this formula, charge and spin: 99.70 kcal per mole
energy: -1068.97971 Eh
molar mass: 135.619 g mol⁻¹
HOMO level (spin up / spin down): -7.912 / -6.003 eV
Kohn-Sham gap (spin up / spin down): 8.4 / 6.5 eV

ORCA input file:
```
! wB97M-V def2-TZVPD RIJCOSX def2/J DEFGRID3
* xyz 0 1
C 0.25 0.03 -1.09
C 0.76 1.34 -1.13
C 0.78 -0.73 -0.01
C -1.96 -0.34 0.71
N 1.55 -0.02 0.83
S 1.45 1.64 0.49
Cl 0.86 -2.43 0.04
H -0.35 -0.24 -1.92
H 0.42 2.16 -1.59
H -2.70 -0.32 -0.06
H -1.56 0.62 1.14
H -1.54 -1.31 0.93
H 2.04 -0.40 1.65
*
```

***

Entry from the Open Molecules 2025 dataset: 2 unconnected molecules or ions with the total composition C4H6ClNS at a distorted geometry (ωB97M-V/def2-TZVPD).

Output
ΔE to the lowest compared entry with this formula, charge and spin: 8.22 kcal per mole
energy: -1069.12548 Eh
SMILES string: Cc1ccsn1.Cl
molar mass: 135.619 g mol⁻¹
HOMO level: -9.154 eV
Kohn-Sham gap: 10.0 eV

ORCA input file:
```
! wB97M-V def2-TZVPD RIJCOSX def2/J DEFGRID3
* xyz 0 1
C 1.02 0.89 -0.81
C 2.21 0.22 -0.96
C 0.11 0.32 0.16
C -1.21 0.83 0.55
N 0.66 -0.72 0.79
S 2.15 -1.12 0.11
Cl -1.65 -2.22 0.77
H 0.77 1.66 -1.42
H 2.96 0.24 -1.70
H -1.09 1.85 1.00
H -1.68 0.20 1.37
H -1.78 1.05 -0.40
H -2.47 -3.19 0.55
*
```

***

Repeat the second record exactly.
Entry from the Open Molecules 2025 dataset: a molecular structure, C4H6ClN3 at a distorted geometry (ωB97M-V/def2-TZVPD).

Output
ΔE to the lowest compared entry with this formula, charge and spin: 87.12 kcal per mole
energy: -780.37648 Eh
molar mass: 131.566 g mol⁻¹
HOMO level: -9.205 eV
Kohn-Sham gap: 9.0 eV

ORCA input file:
```
! wB97M-V def2-TZVPD RIJCOSX def2/J DEFGRID3
* xyz 0 1
C -1.37 -0.99 0.22
C 0.16 -0.89 0.44
C 0.88 1.10 1.09
C 0.56 0.10 -0.85
H -1.73 -0.06 0.41
H -1.69 -1.14 -0.89
H 0.73 -1.86 0.28
H 0.96 2.02 1.85
H 0.86 2.53 -0.67
H 1.07 0.21 -2.58
N 0.49 -0.09 1.59
N 1.00 1.33 -0.22
N 0.54 -0.39 -2.01
Cl -2.46 -1.86 1.34
*
```

***

Q: What is the energy in the fifth record?
A: -746.17549 Eh

***

Please write out number 1 again, unchanged.
Entry from the Open Molecules 2025 dataset: a gas-phase ion, C4H6ClN2O (charge +1) at a distorted geometry (ωB97M-V/def2-TZVPD).

Output
ΔE to the lowest compared entry with this formula, charge and spin: 17.18 kcal per mole
energy: -800.67968 Eh
SMILES string: COc1[nH]c(Cl)c[nH+]1
molar mass: 133.558 g mol⁻¹
HOMO level: -13.722 eV
Kohn-Sham gap: 10.7 eV

ORCA input file:
```
! wB97M-V def2-TZVPD RIJCOSX def2/J DEFGRID3
* xyz 1 1
C 1.59 0.13 1.48
C 1.82 -0.35 0.25
C -0.29 0.40 0.31
C -2.02 -0.10 -1.15
N 0.62 -0.13 -0.53
N 0.30 0.67 1.46
O -1.55 0.64 -0.01
Cl 3.17 -1.08 -0.36
H 2.30 0.20 2.39
H -3.07 0.26 -1.48
H -2.20 -1.23 -1.10
H -1.33 -0.06 -2.08
H 0.55 -0.60 -1.46
H 0.12 1.24 2.29
*
```